C46H50NO5P3S2SeTeZn | wB97M-V/def2-TZVPD

HOMO-LUMO gap (eV): 6.07
Charge: -2
E_HOMO (eV): -2.39
Spin multiplicity: 1

Geometry as XYZ:
```
110
C46H50NO5P3S2SeTeZn wB97M-V/def2-TZVPD
C -3.759 2.985 -4.245
P -0.484 -0.691 0.223
H 4.163 -4.141 4.864
H -2.474 1.477 -0.353
H 4.628 -0.736 -4.449
H 6.059 0.923 -2.246
H -2.709 -0.236 -4.317
H 0.186 -0.188 4.980
H 1.992 2.297 5.484
C 0.564 -0.918 -6.361
O 3.396 1.160 -1.968
C 0.618 3.948 1.082
Zn 1.941 0.311 -0.013
C -2.883 2.407 1.552
H -0.891 3.138 -2.431
C 0.986 -0.290 5.715
H -0.113 0.105 2.911
H -1.892 6.240 0.969
C -4.658 -0.528 -1.385
C -4.249 -1.604 -2.162
H -6.287 0.794 -0.922
C -0.793 5.718 2.742
C -1.266 0.659 1.205
C -1.701 2.724 -3.024
C 3.641 -3.338 2.940
H -3.129 -1.054 1.513
H 2.740 -2.531 1.149
H 2.739 -4.912 4.123
H 4.294 -4.025 2.396
C -0.636 -3.315 1.162
N -6.859 -0.562 -2.353
C -2.574 -4.333 2.155
H 1.435 -2.773 -7.005
C -2.236 1.513 0.705
H -3.074 -5.204 2.562
H -4.258 -3.033 2.448
H -4.931 -2.992 -3.664
C 2.262 1.633 4.658
C 1.077 -2.191 -6.163
H 2.617 -3.281 4.830
C -1.380 -0.594 -1.355
C 0.685 -1.964 -3.803
C 0.224 4.926 3.259
C -2.541 2.471 2.894
H -1.344 6.397 3.384
H 5.411 0.135 -0.800
H 3.084 0.127 5.914
S 5.468 0.067 4.636
H -4.563 3.613 -4.613
C -2.604 -2.000 1.564
S 3.962 0.195 1.588
C 2.309 0.194 5.148
C -2.734 3.534 -3.488
H 1.543 1.756 3.852
C -2.718 0.820 -4.077
C -1.298 -2.092 1.089
H -3.958 -0.066 -0.698
C 0.108 -0.171 -5.282
Te -2.275 -2.379 -2.071
H -0.650 4.677 -0.484
C 5.495 0.060 -1.884
C -5.951 -0.050 -1.516
H 0.522 -0.499 -7.361
H 1.912 -3.951 1.823
H -1.224 1.743 4.425
H -3.658 3.054 1.158
O 2.657 -0.727 4.091
H 1.742 -2.361 2.603
O 4.479 -2.205 3.195
C -0.898 0.758 2.544
P 4.132 -0.652 3.393
C 0.925 4.052 2.439
H 1.730 3.451 2.843
C 3.262 -3.965 4.274
H 6.020 -0.860 -2.140
C -1.525 1.660 3.387
C -1.102 5.626 1.390
C 2.430 -3.022 2.074
H 2.592 1.300 -2.486
C -3.238 -3.114 2.090
C 4.109 0.043 -2.511
C 1.151 -2.706 -4.877
C 4.187 0.165 -4.026
C -3.750 1.625 -4.536
C 0.132 -0.698 -3.989
P -0.354 0.327 -2.534
H -4.555 1.190 -5.117
H 4.791 1.036 -4.291
C -6.463 -1.601 -3.088
H -7.205 -2.005 -3.772
H 1.065 -1.346 5.983
H -2.738 4.593 -3.257
H -0.278 0.827 -5.447
H 0.379 -3.390 0.789
C -1.681 1.360 -3.314
H -0.749 -5.379 1.742
C -1.270 -4.430 1.692
C 3.407 -1.278 -2.109
C -0.407 4.748 0.570
H 3.187 0.285 -4.450
C -5.193 -2.152 -3.029
H 0.478 4.994 4.312
O 3.745 -2.303 -2.697
H 0.801 -2.348 -2.796
O 2.520 -1.220 -1.182
Se 1.671 2.882 -0.111
H 0.728 0.284 6.607
H 1.590 -3.682 -4.705
H -3.053 3.159 3.557
H 3.243 1.923 4.282
```

---

C3H4N2S | wB97M-V/def2-TZVPD

HOMO-LUMO gap (spin up / spin down) (eV): 7.08 / 7.08
ΔE to the lowest compared entry with this formula, charge and spin (kcal/mol): 113.6
E_HOMO (spin up / spin down) (eV): -8.62 / -8.62
Spin multiplicity: 1

Geometry as XYZ:
```
10
C3H4N2S wB97M-V/def2-TZVPD
N -0.671 -1.024 -0.243
C 0.580 -1.168 -0.022
H -1.869 0.344 0.820
C -1.198 0.303 -0.190
H -0.188 2.035 0.595
N -0.270 1.361 -0.136
C 1.467 -0.089 0.095
H -2.001 0.211 -1.055
S 3.020 0.208 0.015
H 1.130 -2.181 0.122
```

---

C4H8S | wB97M-V/def2-TZVPD

HOMO-LUMO gap (eV): 9.14
ΔE to the lowest compared entry with this formula, charge and spin (kcal/mol): 9.9
E_HOMO (eV): -8.13
Spin multiplicity: 1
SMILES string: C/C=C\SC

Geometry as XYZ:
```
13
C4H8S wB97M-V/def2-TZVPD
S 0.395 1.054 0.732
C 1.066 0.287 2.348
H 0.923 1.090 3.072
C 0.587 -0.319 -0.316
C -0.237 -0.520 -1.342
H 1.411 -1.026 -0.195
H -1.647 1.078 -1.176
H -2.389 -0.375 -1.751
H -1.265 0.505 -2.840
H 0.077 -1.408 -1.845
C -1.454 0.181 -1.782
H 0.417 -0.523 2.742
H 2.118 -0.024 2.354
```

---

C4H6NOP | wB97M-V/def2-TZVPD

HOMO-LUMO gap (spin up / spin down) (eV): 6.94 / 7.89
Expectation value of S²: 2.0306
ΔE to the lowest compared entry with this formula, charge and spin (kcal/mol): 56.1
E_HOMO (spin up / spin down) (eV): -6.22 / -9.77
Spin multiplicity: 3

Geometry as XYZ:
```
13
C4H6NOP wB97M-V/def2-TZVPD
C 0.725 0.110 -0.933
O -0.574 0.675 2.147
C 0.642 -0.688 0.397
H -2.725 1.712 -0.466
P -1.296 1.960 -0.983
N -0.725 0.414 -0.926
H -0.839 2.325 0.425
H 1.057 -0.557 -1.619
H 0.182 -2.495 1.293
H 1.458 0.966 -1.013
C -0.198 0.110 1.210
H 1.372 -2.555 -0.161
C 0.920 -1.978 0.629
```

---

C28H72F6N6O15PS6 | wB97M-V/def2-TZVPD

HOMO-LUMO gap (eV): 7.79
Charge: +1
E_HOMO (eV): -11.09
Spin multiplicity: 1

Geometry as XYZ:
```
134
C28H72F6N6O15PS6 wB97M-V/def2-TZVPD
S 2.533 2.354 -5.436
C -3.301 1.852 9.318
H -2.157 -5.373 6.389
H -2.843 0.912 11.236
C -1.648 -0.681 6.267
S 0.665 -3.707 -5.606
H 4.116 -2.692 -8.326
H -0.866 2.503 2.383
F 4.241 1.722 -2.498
H 3.122 -3.457 -1.930
H -4.158 0.188 8.323
H -4.037 2.580 8.973
H -6.390 4.563 5.715
H -3.069 -1.943 7.479
C -1.248 2.393 6.788
N 1.830 0.824 -5.382
H -2.648 -2.715 -3.346
H -2.416 2.478 9.463
O -3.857 -0.569 -5.039
H 2.235 -1.843 -3.817
H 6.844 1.616 -9.435
C -3.669 1.433 10.747
S 2.668 -4.955 -4.850
H -3.341 -1.938 5.816
H -2.031 3.039 4.883
C 1.723 -0.546 -0.797
H -0.115 4.000 2.953
H 3.616 -2.023 -5.792
H -2.633 -0.198 8.984
H -4.863 -0.657 -2.778
C -1.753 -3.225 6.296
F 0.620 -2.157 -6.015
H -1.847 -2.165 -1.845
F -0.246 0.116 -6.094
H -1.147 -3.307 7.202
O -0.100 2.472 -5.818
H -0.497 1.881 -0.996
H 3.019 -2.886 -0.291
O 0.535 0.108 -1.146
O 0.705 -4.271 -6.927
H -4.332 0.631 -2.139
C 1.974 -1.666 -1.783
C -2.517 -1.924 6.537
P -2.301 0.896 6.862
H -3.587 -4.344 6.393
O 2.318 3.122 -4.231
C 0.372 1.394 -0.554
H -3.246 -0.239 -7.019
H -1.167 -1.818 -3.300
O 3.292 -5.297 -6.115
H -4.307 3.093 6.853
H -4.110 3.296 5.160
H 4.074 -2.028 -1.443
S 5.515 0.759 -2.262
H 2.607 0.103 -0.809
O 6.557 1.661 -2.707
C -1.095 3.008 5.447
H 0.082 1.264 0.494
H 1.062 -2.239 -1.955
H -2.920 1.168 -4.337
C -0.057 2.457 4.441
C -6.012 2.413 5.656
H -0.870 4.071 5.550
O 7.137 -1.364 -2.034
H -4.528 0.757 10.745
S 6.508 -1.130 -3.325
H -7.623 3.611 4.849
H -6.517 2.062 6.553
H -1.781 3.054 7.472
O 7.466 -0.835 -4.365
C -3.976 2.558 11.771
H -2.802 -4.632 4.918
H -1.618 -0.774 5.180
C -4.485 2.591 5.901
H 4.444 -0.881 -5.107
O 2.035 -5.970 -4.013
H -0.626 -0.697 6.654
N 3.975 -1.089 -6.002
F 6.082 -2.558 -3.874
H 5.139 1.146 -7.510
H 1.760 -0.279 -3.502
H 3.305 -0.776 -3.224
O 6.998 0.278 -7.755
O -0.024 1.022 -3.833
C -2.161 -1.877 -2.852
N 2.316 -1.066 -3.154
H 3.212 -0.422 -6.125
H 6.164 0.137 -9.689
C -2.729 -0.448 -2.876
H -1.885 -0.200 -4.810
N -4.078 -0.359 -2.195
N 5.076 -0.443 -3.357
C -4.062 -0.018 -6.333
C -0.059 2.912 2.995
H -0.312 2.120 7.282
H -4.104 -0.697 -1.238
C -6.551 3.728 5.036
H 5.097 -1.585 -9.211
O 5.324 0.424 -0.889
H -5.001 -0.226 -6.847
H -4.443 2.288 12.715
H 6.050 0.540 -6.115
N 2.043 -3.528 -4.755
C 5.723 0.304 -7.129
H 1.211 2.082 -0.649
H -6.135 1.753 4.796
C -3.166 0.612 8.482
F 3.951 -4.684 -3.916
C -2.584 -4.463 5.973
C 3.128 -2.553 -1.321
H 5.774 -1.702 -6.802
C 7.010 0.574 -9.146
H -2.983 2.918 12.045
H -2.000 0.154 -2.334
H -0.986 -3.179 5.519
C 4.362 -1.632 -8.411
H 0.856 2.872 4.885
H -6.288 3.854 3.985
C -3.768 1.234 5.785
O -0.578 -3.903 -4.859
H -4.223 1.053 -6.169
C 4.970 -1.032 -7.117
H 0.845 2.497 2.551
O 2.582 2.998 -6.715
H 3.422 -1.143 -8.675
H -3.392 1.064 4.773
H -4.289 0.304 6.022
S 0.417 1.276 -5.197
H 0.228 1.401 4.441
H 7.906 0.163 -9.603
F 4.003 1.860 -5.204
C -2.822 0.079 -4.324
H -4.558 3.295 11.217
H 1.695 -0.940 0.224
```

---

C3H8BaNO4S4 | wB97M-V/def2-TZVPD

HOMO-LUMO gap (eV): 7.66
Charge: +1
E_HOMO (eV): -11.87
Spin multiplicity: 1

Geometry as XYZ:
```
21
C3H8BaNO4S4 wB97M-V/def2-TZVPD
S -1.669 1.522 1.209
O -2.611 1.449 2.269
H 0.927 1.184 -0.482
H 2.415 0.709 0.272
C 1.797 0.554 -0.600
Ba -0.283 -1.497 3.483
S 2.679 1.147 -2.063
N -0.523 0.320 1.492
S -2.779 1.289 -0.524
C -0.081 -1.231 -0.737
O -0.127 -2.116 1.700
C 1.411 -0.936 -0.708
O -2.236 -1.456 0.815
H -1.787 1.215 -1.415
H 1.738 1.950 -2.550
H -0.597 -0.626 -1.469
S -0.868 -1.084 0.827
H 1.824 -1.309 -1.637
O -0.892 2.700 1.059
H -0.225 -2.270 -1.017
H 1.888 -1.514 0.076
```

---

Question: Which value of spin multiplicity does entry 6 give?
Answer: 1

---

Question: What is the formula in the fourth record?
Answer: C4H6NOP

---

Question: The highest spin multiplicity belongs to which entry?
Answer: C4H6NOP